One molecule with the formula C3H2N2O2. Source: OMol25; level of theory: wB97M-V/def2-TZVPD.

Each line ends with the natural charge from an NBO analysis.
Element x y z (Å)
N -1.37345 -0.56782 -0.54063  -0.58
C -0.74843 0.31566 0.07761  0.54
O 0.59689 0.49682 0.31792  -0.51
C 1.51891 -0.39157 -0.14338  0.66
O 1.29704 -1.37908 -0.78312  -0.55
C -1.46353 1.75618 0.45164  0.17
N -1.58241 1.06501 1.41918  -0.29
H -0.75394 -1.25187 -0.97328  0.40
H 2.50892 -0.04334 0.17406  0.15

* E_LUMO: -0.6 eV
* highest occupied orbital energy: -11.32 eV
* Kohn-Sham gap: 10.74 eV

One molecule with the formula C3H2N2O2. Source: OMol25; level of theory: wB97M-V/def2-TZVPD.

Each line ends with the natural charge from an NBO analysis.
Element x y z (Å)
O 1.95966 2.08894 -1.32647  -0.41
C 1.29194 1.21092 -0.94026  0.64
C 0.51450 0.15699 -0.69555  0.07
N 0.82785 -0.87488 0.21125  -0.41
C -0.28847 -1.10242 0.78005  0.21
N -1.39794 -0.35196 0.29862  -0.33
O -0.86486 0.25897 -0.87443  -0.34
H -1.60567 0.41387 0.94962  0.36
H -0.43701 -1.80042 1.59717  0.21

* E_LUMO: 0.2 eV
* highest occupied orbital energy: -8.35 eV
* structure (SMILES): O=C=C1N=CNO1
* Kohn-Sham gap: 8.56 eV

One molecule with the formula C3H2N2O2 in a non-equilibrium geometry. Source: OMol25; level of theory: wB97M-V/def2-TZVPD.

Each line ends with the natural charge from an NBO analysis.
Element x y z (Å)
C 0.11075 -0.98943 -0.14279  -0.60
C -0.88841 0.06653 -0.04772  -0.04
C -0.05977 -2.27912 -0.01692  0.76
N -2.15279 -0.01275 0.05319  0.14
N -3.24258 -0.65426 -0.16357  -0.10
O -0.12638 -3.42504 0.14412  -0.40
O -3.16479 0.86334 0.09214  -0.26
H 0.98922 -0.50002 -0.09769  0.27
H -0.30853 0.95628 0.29524  0.23

* E_LUMO (alpha / beta): 0.1 / 0.1 eV
* highest occupied orbital energy (alpha / beta): -8.32 / -8.32 eV
* Kohn-Sham gap (alpha / beta): 8.41 / 8.41 eV

One molecule with the formula C3H2N2O2 in a non-equilibrium geometry. Source: OMol25; level of theory: wB97M-V/def2-TZVPD.

Each line ends with the natural charge from an NBO analysis.
Element x y z (Å)
C 0.43338 0.43019 -0.86068  0.67
C -0.93067 -0.06102 -0.94052  -0.06
C 0.31246 0.06294 1.34149  0.41
H -1.36642 -0.10981 -1.86476  0.22
H 1.07878 0.04823 2.29766  0.20
N -1.33257 -0.65998 0.04998  -0.16
N -0.60401 -0.83708 1.24503  -0.32
O 1.49033 0.42980 -1.67700  -0.53
O 0.91872 0.69673 0.40880  -0.42

* E_LUMO: -0.8 eV
* highest occupied orbital energy: -10.40 eV
* structure (SMILES): O=c1cnnco1
* Kohn-Sham gap: 9.57 eV

A 2-piece molecular cluster, C3H2N2O2 overall in a non-equilibrium geometry. Source: OMol25; level of theory: wB97M-V/def2-TZVPD.

Each line ends with the natural charge from an NBO analysis.
Element x y z (Å)
C -0.62659 0.73251 -0.59644  0.08
C -1.59417 -0.12128 -0.27127  0.49
C 1.02340 -1.05115 -0.16935  0.82
N 0.08198 1.72640 -0.40403  -0.52
N 1.13042 -0.93982 0.99515  -0.76
O -2.57650 -0.79789 -0.52663  -0.42
O 0.96710 -1.45579 -1.26469  -0.50
H 0.27731 2.07546 0.54050  0.36
H 1.31706 -0.16846 1.69676  0.44

* E_LUMO: -1.5 eV
* highest occupied orbital energy: -8.82 eV
* structure (SMILES): N=C=C=O.N=C=O
* Kohn-Sham gap: 7.37 eV

C3H2N2O2 as an isolated structure in a non-equilibrium geometry. Source: OMol25; level of theory: wB97M-V/def2-TZVPD.

Each line ends with the natural charge from an NBO analysis.
Element x y z (Å)
C 2.06847 -0.41463 -0.05572  -0.10
C -1.22142 0.81682 0.05715  0.74
C -2.30107 -0.19652 -0.19189  0.15
H 3.11954 -0.25659 -0.43836  0.23
H 1.84328 -1.59338 0.64568  0.24
N 1.29605 0.62690 -0.22067  -0.08
N -3.18567 -0.96194 -0.07711  -0.26
O -0.14931 0.05528 0.25433  -0.44
O -1.46989 1.92407 0.02658  -0.47

* E_LUMO: -0.4 eV
* highest occupied orbital energy: -11.70 eV
* Kohn-Sham gap: 11.27 eV

One molecule with the formula C3H2N2O2 in a non-equilibrium geometry. Source: OMol25; level of theory: wB97M-V/def2-TZVPD.

Each line ends with the natural charge from an NBO analysis.
Element x y z (Å)
O -2.43115 -0.78885 -0.13790  -0.43
C -1.78288 0.22014 -0.05146  0.33
C -0.33876 0.18075 -0.00592  0.36
N 0.60662 1.00783 0.07773  -0.37
C 1.71538 0.15722 0.06627  0.07
N 1.50605 -1.12097 -0.01534  -0.05
O 0.23900 -1.41539 -0.07573  -0.27
H -2.16373 1.24792 0.00383  0.15
H 2.71415 0.52733 0.12120  0.21

* E_LUMO (alpha / beta): -1.2 / -1.2 eV
* highest occupied orbital energy (alpha / beta): -10.53 / -10.53 eV
* structure (SMILES): O=Cc1ncno1
* Kohn-Sham gap (alpha / beta): 9.38 / 9.38 eV

One molecule with the formula C3H2N2O2S in a non-equilibrium geometry. Source: OMol25; level of theory: wB97M-V/def2-TZVPD.

Each line ends with the natural charge from an NBO analysis.
Element x y z (Å)
C 0.88032 -0.53451 -0.02038  0.72
C 0.19157 1.54258 -0.01574  0.49
C -1.39999 -0.22084 0.04811  0.31
H 1.45365 -2.28119 -0.00452  0.51
H 0.19995 2.61331 -0.05075  0.20
N 1.21149 0.77543 -0.06161  -0.52
N -0.34054 -1.03626 0.07772  -0.59
O 1.87468 -1.39125 -0.00698  -0.60
O -1.08959 1.12165 0.07652  -0.45
S -2.98155 -0.58891 -0.04238  -0.07

* E_LUMO: -0.5 eV
* highest occupied orbital energy: -8.87 eV
* structure (SMILES): Oc1ncoc(=S)n1
* Kohn-Sham gap: 8.36 eV

A 2-piece molecular cluster, C3H2N2O3 overall in a non-equilibrium geometry. Source: OMol25; level of theory: wB97M-V/def2-TZVPD.

Each line ends with the natural charge from an NBO analysis.
Element x y z (Å)
C 1.64892 0.31341 0.42538  -0.67
C 0.54515 -0.23791 1.27442  0.42
C 1.85892 0.24412 -0.88242  0.79
N -3.02775 -0.02175 -0.91367  0.43
N -2.31062 0.80562 -0.69852  -0.10
O -3.62770 -0.99737 -1.05518  -0.33
O -0.16479 -1.10432 0.80811  -0.52
O 1.90016 0.06302 -2.04120  -0.42
H 2.51292 0.84869 0.78440  0.26
H 0.66478 0.08648 2.29868  0.14

* E_LUMO: 0.4 eV
* highest occupied orbital energy: -9.87 eV
* structure (SMILES): N#[N+][O-].O=C=CC=O
* Kohn-Sham gap: 10.22 eV

One molecule with the formula C3H2N2O3 in a non-equilibrium geometry. Source: OMol25; level of theory: wB97M-V/def2-TZVPD.

Each line ends with the natural charge from an NBO analysis.
Element x y z (Å)
C 1.25455 -0.35198 -0.03135  0.72
C 1.13809 1.11697 0.03800  -0.11
C -1.18048 -0.41766 -0.05514  0.87
H 2.06564 1.69784 0.25691  0.23
H -1.95297 1.54568 -0.05458  0.42
N 0.02194 1.68509 0.03153  -0.14
N -1.13676 0.99015 -0.09200  -0.46
O 2.24774 -1.02639 0.03374  -0.49
O -2.20024 -1.00497 0.13584  -0.55
O 0.00476 -0.97542 -0.10559  -0.49

* E_LUMO: -0.4 eV
* highest occupied orbital energy: -10.66 eV
* structure (SMILES): O=c1cn[nH]c(=O)o1
* Kohn-Sham gap: 10.25 eV

One molecule with the formula C3H2N2O3 in a non-equilibrium geometry. Source: OMol25; level of theory: wB97M-V/def2-TZVPD.

Each line ends with the natural charge from an NBO analysis.
Element x y z (Å)
C -0.42689 -0.74019 -0.04238  0.38
C 1.67073 0.67946 -0.04982  0.45
C -0.71525 0.82708 -0.09749  0.58
H -2.10656 -0.68314 -0.11333  0.49
H 2.62304 1.05767 0.37540  0.20
N 0.67933 -1.36299 0.10290  -0.15
N 0.57650 1.47334 -0.28504  -0.54
O -1.64321 -1.48247 -0.12506  -0.61
O 1.87412 -0.59257 0.11629  -0.27
O -1.79076 1.35690 0.27764  -0.52

* E_LUMO: -0.7 eV
* highest occupied orbital energy: -10.65 eV
* structure (SMILES): O=c1nconc1O
* Kohn-Sham gap: 9.93 eV

One molecule with the formula C3H2N2O3 in a non-equilibrium geometry. Source: OMol25; level of theory: wB97M-V/def2-TZVPD.

Each line ends with the natural charge from an NBO analysis.
Element x y z (Å)
C 0.82589 -0.31438 -0.61393  0.82
C -0.79619 1.13302 -0.05982  0.56
C -1.21223 0.10064 0.89307  -0.04
H 2.49568 -1.26772 -0.72863  0.49
H -2.05881 0.38040 1.46423  0.24
N 0.34704 0.85815 -0.87673  -0.53
N -0.67033 -1.04622 1.13772  -0.02
O 1.93488 -0.78897 -1.31346  -0.66
O -1.46177 2.12458 -0.24564  -0.50
O 0.59584 -1.17948 0.34319  -0.37

* E_LUMO: -0.8 eV
* highest occupied orbital energy: -10.79 eV
* structure (SMILES): O=c1cnoc(O)n1
* Kohn-Sham gap: 10.01 eV

One molecule with the formula C3H2N2O3 in a non-equilibrium geometry. Source: OMol25; level of theory: wB97M-V/def2-TZVPD.

Each line ends with the natural charge from an NBO analysis.
Element x y z (Å)
C 0.44133 -0.88525 -0.62324  0.79
C -0.54856 1.11532 -0.10805  0.57
C -0.18186 0.34588 1.18395  0.59
H -0.14848 0.45959 -2.19085  0.45
H 0.78504 -1.57237 1.29121  0.44
N -0.20301 0.28782 -1.13882  -0.65
N 0.52636 -0.77424 0.71087  -0.65
O 0.79654 -1.82506 -1.33008  -0.57
O -0.96717 2.24803 -0.10653  -0.50
O -0.50019 0.60028 2.31153  -0.48

* E_LUMO: -0.6 eV
* highest occupied orbital energy: -10.85 eV
* structure (SMILES): O=C1NC(=O)C(=O)N1
* Kohn-Sham gap: 10.28 eV

One molecule with the formula C3H2N2O3 in a non-equilibrium geometry. Source: OMol25; level of theory: wB97M-V/def2-TZVPD.

Each line ends with the natural charge from an NBO analysis.
Element x y z (Å)
C -1.12245 -0.23106 0.07708  0.62
C 0.56888 1.45962 -0.02982  0.36
C 1.22813 -0.66773 0.12410  0.95
H -2.30574 -1.62866 0.26043  0.34
H 1.06698 2.54728 -0.58787  0.26
N -2.36344 -0.69772 0.13963  -0.60
N -0.70907 1.13413 -0.40899  -0.45
O 1.55899 0.60517 0.68715  -0.48
O 2.20838 -1.36911 -0.38647  -0.51
O -0.13065 -1.15192 0.12475  -0.49

* E_LUMO: -1.0 eV
* highest occupied orbital energy: -10.88 eV
* structure (SMILES): [H]/N=c1/ncoc(=O)o1
* Kohn-Sham gap: 9.92 eV

One molecule with the formula C3H2N2O3 in a non-equilibrium geometry. Source: OMol25; level of theory: wB97M-V/def2-TZVPD.

Each line ends with the natural charge from an NBO analysis.
Element x y z (Å)
C -0.08731 1.40318 -0.12506  0.86
C 1.09627 -0.56962 -0.78873  0.36
C -1.10729 -0.42368 0.79939  0.45
H 1.62550 -0.81526 -1.73491  0.21
H -2.06370 -0.93593 1.12899  0.18
N 0.73162 -1.51654 -0.05333  -0.15
N -1.24164 0.65582 0.15295  -0.52
O 0.00276 2.58751 0.04997  -0.50
O 1.03841 0.73991 -0.55942  -0.50
O 0.00538 -1.12539 1.13015  -0.39

* E_LUMO: -0.1 eV
* highest occupied orbital energy: -11.18 eV
* structure (SMILES): O=C1N=CON=CO1
* Kohn-Sham gap: 11.07 eV

A 2-piece molecular cluster, C3H2N2O4 overall in a non-equilibrium geometry. Source: OMol25; level of theory: wB97M-V/def2-TZVPD.

Each line ends with the natural charge from an NBO analysis.
Element x y z (Å)
C 1.60693 -1.02200 0.32299  0.37
C 0.60860 -0.10613 0.06140  -0.01
C 1.22294 1.40835 -0.17164  0.77
N -0.66076 -0.33667 -0.13513  -0.56
N -3.96121 0.09916 -0.02719  -0.39
O 2.06484 1.67555 0.63189  -0.75
O -4.54584 -1.01551 0.13178  -0.59
O 0.72442 1.87172 -1.19012  -0.74
O 1.92282 -2.05809 -0.29436  -0.60
H 2.35303 -0.83025 1.18278  0.11
H -1.33576 0.31388 -0.51240  0.39

* E_LUMO (alpha / beta): 6.2 / 6.2 eV
* highest occupied orbital energy (alpha / beta): 2.32 / 2.30 eV
* total charge: -2
* Kohn-Sham gap (alpha / beta): 3.90 / 3.92 eV

One molecule with the formula C3H2N2O4 in a non-equilibrium geometry. Source: OMol25; level of theory: wB97M-V/def2-TZVPD.

Each line ends with the natural charge from an NBO analysis.
Element x y z (Å)
C -0.41640 0.46860 -1.25671  -0.68
C -0.65090 1.37837 -0.31949  0.80
C 0.21833 -0.81007 -1.22811  0.77
N -0.04033 0.30824 1.37688  -0.51
N 0.58206 -0.77769 1.28362  0.62
O -1.05684 2.33899 0.18204  -0.46
O 0.32778 -1.54863 -2.18073  -0.53
O 1.07523 -1.41974 2.13102  -0.32
O 0.73147 -1.29361 -0.00077  -0.37
H -0.52021 0.70022 -2.30905  0.29
H -0.25020 0.65532 2.32130  0.40

* E_LUMO: -0.2 eV
* highest occupied orbital energy: -9.97 eV
* structure (SMILES): [H]/N=[N+](\[O-])OC(=O)C=C=O
* Kohn-Sham gap: 9.73 eV

C3H2N2OS as an isolated structure in a non-equilibrium geometry. Source: OMol25; level of theory: wB97M-V/def2-TZVPD.

Each line ends with the natural charge from an NBO analysis.
Element x y z (Å)
C -0.98612 -0.21966 0.29217  -0.26
C -0.72745 0.82126 -0.81058  0.50
C 0.93509 -0.71484 0.44305  -0.32
N 0.58416 0.74633 -1.30767  -0.19
N 1.23970 -0.21244 -0.80211  -0.08
O -1.57861 1.56694 -1.25692  -0.46
S -2.08488 -0.24761 1.39049  0.31
H 1.23259 -0.03923 1.37686  0.26
H 1.38553 -1.70075 0.67472  0.24

* E_LUMO (alpha / beta): -2.1 / -2.1 eV
* highest occupied orbital energy (alpha / beta): -8.68 / -8.68 eV
* Kohn-Sham gap (alpha / beta): 6.57 / 6.57 eV

One molecule with the formula C3H2N2S in a non-equilibrium geometry. Source: OMol25; level of theory: wB97M-V/def2-TZVPD.

Each line ends with the natural charge from an NBO analysis.
Element x y z (Å)
C 0.70448 -0.07952 0.06435  -0.28
C -0.29373 -1.19484 -0.02387  0.00
C -0.13305 1.16107 0.17730  -0.01
H 0.04963 -2.14434 0.21033  0.22
H 0.22554 2.13566 0.09681  0.22
N -1.47309 -0.68921 -0.09927  -0.19
N -1.30407 0.83193 -0.28432  -0.19
S 2.22429 -0.02075 -0.14132  0.24

* E_LUMO: -1.8 eV
* highest occupied orbital energy: -9.53 eV
* structure (SMILES): S=C1C=NN=C1
* Kohn-Sham gap: 7.70 eV

One molecule with the formula C3H2N2S in a non-equilibrium geometry. Source: OMol25; level of theory: wB97M-V/def2-TZVPD.

Each line ends with the natural charge from an NBO analysis.
Element x y z (Å)
C -1.21217 -0.66845 0.03390  -0.11
C -1.46712 0.60537 0.00637  0.02
C 1.03430 -0.13292 -0.18951  0.37
N 0.09349 -0.89969 -0.15741  -0.42
N 1.48283 1.08312 -0.07225  -0.55
S 2.86215 0.01092 0.04311  0.21
H -1.94365 -1.57067 0.14325  0.24
H -0.84983 1.57232 0.19253  0.26

* E_LUMO (alpha / beta): -2.5 / -3.1 eV
* highest occupied orbital energy (alpha / beta): -7.97 / -7.77 eV
* Kohn-Sham gap (alpha / beta): 5.49 / 4.69 eV

Energy relative to the best compared isomer or geometry (same formula, charge and spin) / kJ/mol: 298.54 350.99 718.34 332.01 342.85 424.79 282.26 148.76 437.33 161.13 463.03 320.30 0.00 465.61 371.56 60.06 319.14 387.66 187.79 625.21
Energy / eV: -10215.095 -10214.551 -10210.744 -10214.748 -10214.636 -10213.786 -10215.264 -21053.192 -12262.449 -12265.312 -12262.183 -12263.662 -12266.982 -12262.156 -12263.131 -14308.549 -14308.431 -19001.534 -16955.457 -16950.924